(1)
{"formula": "C4H7ClN2O", "method": "ωB97M-V/def2-TZVPD", "homo_energy_ev": [-8.60, -8.59], "spin_multiplicity": 1, "lumo_ha": [-0.0709, -0.0709], "symbols": ["C", "C", "C", "C", "N", "N", "O", "Cl", "H", "H", "H", "H", "H", "H", "H"], "coordinates": [[-2.37, -1.49, -0.85], [-1.88, -0.33, -0.34], [1.36, 0.73, 0.91], [-1.00, 0.56, -0.92], [2.73, 0.91, 1.24], [0.96, -0.34, 0.23], [0.63, 1.57, 1.38], [-0.56, 0.43, -2.56], [-2.82, -2.25, -0.29], [-2.39, -1.72, -2.01], [-2.00, -0.13, 0.84], [-0.72, 1.36, -0.42], [3.42, 0.23, 1.01], [3.00, 1.17, 2.16], [1.64, -0.71, -0.39]], "nbo_charge": [-0.215, -0.334, 0.727, 0.063, -0.866, -0.747, -0.693, 0.074, 0.205, 0.205, 0.265, 0.232, 0.357, 0.385, 0.342]}



(2)
{"formula": "C4H7ClN2O", "method": "ωB97M-V/def2-TZVPD", "homo_energy_ev": -9.87, "smiles": "[H]/N=C(/NO)[C@@H]1C[C@@H]1Cl", "spin_multiplicity": 1, "lumo_ha": 0.0250, "symbols": ["C", "C", "C", "C", "H", "H", "H", "H", "H", "H", "H", "N", "N", "O", "Cl"], "coordinates": [[0.60, -0.82, 0.23], [-0.26, 0.46, -0.14], [-1.25, 1.27, 0.66], [-1.67, 0.40, -0.49], [2.68, 0.30, 0.00], [2.38, -1.68, -0.38], [-0.58, -1.43, 1.58], [0.39, 0.90, -0.92], [-1.39, 0.96, 1.66], [-1.15, 2.35, 0.41], [-1.86, 0.86, -1.60], [1.71, -1.05, -0.78], [0.45, -1.50, 1.34], [2.50, 0.10, -0.91], [-2.55, -1.13, -0.65]], "nbo_charge": [0.435, -0.361, -0.410, -0.222, 0.449, 0.354, 0.353, 0.253, 0.237, 0.243, 0.238, -0.325, -0.668, -0.556, -0.020]}



(3)
{"formula": "C4H7ClN2O", "method": "ωB97M-V/def2-TZVPD", "homo_energy_ev": -8.16, "smiles": "CO/C=C(Cl)\\C=N/N", "spin_multiplicity": 1, "lumo_ha": 0.0279, "symbols": ["C", "C", "C", "C", "H", "H", "H", "H", "H", "H", "H", "N", "N", "O", "Cl"], "coordinates": [[2.70, 0.45, -2.16], [0.53, 0.30, -1.11], [-0.21, -0.08, -0.10], [0.30, -0.51, 1.17], [2.82, -0.64, -2.56], [3.55, 1.01, -1.72], [2.19, 0.98, -2.97], [-0.12, 0.53, -1.98], [1.41, -0.78, 1.04], [-1.86, 0.54, 1.63], [-1.55, 0.63, 3.46], [-0.17, -0.39, 2.31], [-1.14, 0.51, 2.41], [1.84, 0.52, -1.03], [-1.88, -0.48, -0.50]], "nbo_charge": [-0.249, 0.144, -0.167, -0.039, 0.187, 0.217, 0.177, 0.184, 0.196, 0.365, 0.377, -0.201, -0.657, -0.505, -0.031]}



Preferred: (3); penalty for the next structure: 0.0063 hartree.



(1)
{"formula": "C4H7ClN2O", "method": "ωB97M-V/def2-TZVPD", "homo_energy_ev": -9.08, "spin_multiplicity": 1, "lumo_ha": 0.0143, "symbols": ["C", "C", "C", "C", "H", "H", "H", "H", "H", "H", "H", "N", "N", "O", "Cl"], "coordinates": [[2.49, -0.90, 0.72], [1.82, 0.45, 0.28], [0.46, 0.27, -0.11], [-0.27, -0.94, -0.37], [1.62, -1.64, 0.65], [3.00, -0.87, 1.72], [3.26, -1.23, -0.05], [2.34, 1.35, 0.32], [-1.93, -1.96, -0.07], [-2.54, -0.57, 1.84], [-3.40, -0.05, 0.20], [-1.58, -1.05, 0.09], [-2.33, -0.15, 0.89], [0.11, -1.73, -1.18], [-0.17, 1.99, -0.31]], "nbo_charge": [-0.659, -0.096, -0.094, 0.576, 0.221, 0.224, 0.226, 0.217, 0.373, 0.360, 0.356, -0.464, -0.633, -0.556, -0.052]}



(2)
{"formula": "C4H7ClN2O", "method": "ωB97M-V/def2-TZVPD", "homo_energy_ev": -9.60, "smiles": "NN1C[C@H](CCl)C1=O", "spin_multiplicity": 1, "lumo_ha": 0.0274, "symbols": ["C", "C", "C", "C", "H", "H", "H", "H", "H", "H", "H", "N", "N", "O", "Cl"], "coordinates": [[1.02, -1.27, 0.33], [-0.17, -0.45, 0.62], [-1.15, -0.70, -0.48], [0.61, 0.74, 0.14], [3.59, 0.49, 0.29], [3.12, 0.41, -1.19], [1.47, -1.64, 1.31], [1.02, -2.04, -0.46], [-0.63, -0.36, 1.55], [-0.87, -0.39, -1.61], [-1.71, -1.74, -0.56], [3.08, -0.17, -0.39], [1.75, -0.07, 0.00], [0.38, 1.95, 0.11], [-2.63, 0.08, -0.06]], "nbo_charge": [-0.191, -0.381, -0.401, 0.670, 0.351, 0.355, 0.191, 0.205, 0.256, 0.238, 0.237, -0.604, -0.294, -0.585, -0.045]}



Preferred: (2); penalty for the next structure: 0.0241 hartree.



(1)
{"formula": "C5H7FO", "method": "ωB97M-V/def2-TZVPD", "homo_energy_ev": -8.82, "smiles": "O[C@H]1CCC=C1F", "spin_multiplicity": 1, "lumo_ha": 0.0291, "symbols": ["C", "C", "C", "C", "C", "H", "H", "H", "H", "H", "H", "H", "O", "F"], "coordinates": [[-0.65, -0.46, 0.49], [0.44, -1.44, -0.18], [1.70, -0.56, -0.08], [1.40, 0.88, -0.01], [0.06, 0.86, 0.23], [-2.21, -1.59, 0.17], [-0.80, -0.61, 1.64], [-0.02, -1.59, -1.13], [0.56, -2.48, 0.27], [2.35, -0.69, 0.78], [2.30, -0.76, -0.90], [2.06, 1.69, 0.06], [-1.81, -0.73, -0.24], [-0.82, 1.80, -0.19]], "nbo_charge": [0.030, -0.408, -0.434, -0.273, 0.389, 0.476, 0.173, 0.228, 0.210, 0.202, 0.212, 0.232, -0.707, -0.328]}



(2)
{"formula": "C5H7FO", "method": "ωB97M-V/def2-TZVPD", "homo_energy_ev": [-7.74, -7.74], "spin_multiplicity": 1, "lumo_ha": [0.0071, 0.0071], "symbols": ["C", "C", "C", "C", "C", "O", "F", "H", "H", "H", "H", "H", "H", "H"], "coordinates": [[0.68, -0.38, -0.55], [1.01, -0.62, 0.93], [1.87, 0.31, 0.10], [-0.57, 0.27, -0.32], [-1.83, -0.60, -0.27], [-0.49, 1.63, -0.18], [3.12, -0.02, -0.30], [0.68, -1.11, -1.22], [0.48, -0.26, 1.68], [1.95, 1.32, 0.13], [-2.55, -0.01, -0.84], [-2.12, -0.86, 0.86], [-1.38, -1.56, -0.71], [-0.83, 1.89, 0.67]], "nbo_charge": [-0.337, -0.382, 0.178, 0.491, -0.702, -0.666, -0.348, 0.203, 0.169, 0.163, 0.245, 0.248, 0.252, 0.484]}



Preferred: (1); penalty for the next structure: 0.1231 hartree.



(1)
{"formula": "C5H7Cl", "method": "ωB97M-V/def2-TZVPD", "homo_energy_ev": -9.67, "smiles": "C=CC(Cl)C=C", "spin_multiplicity": 1, "lumo_ha": 0.0396, "symbols": ["C", "C", "C", "C", "C", "Cl", "H", "H", "H", "H", "H", "H", "H"], "coordinates": [[0.58, -2.06, 0.00], [-1.26, 1.35, 0.99], [0.46, -0.97, -0.67], [-0.78, 1.23, -0.21], [0.73, 0.38, -0.24], [1.76, 1.24, -1.49], [0.31, -3.03, -0.35], [0.74, -1.98, 1.08], [-2.07, 1.92, 1.09], [-0.85, 1.07, 1.97], [0.24, -0.99, -1.66], [-1.03, 1.29, -1.19], [1.16, 0.56, 0.67]], "nbo_charge": [-0.361, -0.394, -0.217, -0.131, -0.199, -0.094, 0.204, 0.185, 0.191, 0.205, 0.198, 0.208, 0.205]}



(2)
{"formula": "C5H7Cl", "method": "ωB97M-V/def2-TZVPD", "homo_energy_ev": -9.30, "smiles": "C=C/C(C)=C/Cl", "spin_multiplicity": 1, "lumo_ha": 0.0366, "symbols": ["C", "C", "C", "C", "C", "H", "H", "H", "H", "H", "H", "H", "Cl"], "coordinates": [[-1.51, -0.50, -0.60], [-0.09, -0.47, 0.00], [0.98, -1.26, -0.15], [0.28, 0.73, 0.85], [0.91, 1.76, 0.43], [-1.60, 0.14, -1.50], [-1.80, -1.59, -0.82], [-2.30, -0.20, 0.19], [1.92, -0.99, 0.22], [-0.14, 0.80, 1.95], [1.24, 1.77, -0.56], [1.17, 2.67, 0.90], [0.94, -2.86, -0.91]], "nbo_charge": [-0.650, -0.048, -0.184, -0.190, -0.386, 0.237, 0.234, 0.228, 0.213, 0.204, 0.184, 0.203, -0.045]}



(3)
{"formula": "C5H7Cl", "method": "ωB97M-V/def2-TZVPD", "homo_energy_ev": -9.19, "smiles": "ClC1=CC1.C=C", "spin_multiplicity": 1, "lumo_ha": 0.0361, "symbols": ["C", "C", "C", "C", "C", "Cl", "H", "H", "H", "H", "H", "H", "H"], "coordinates": [[1.54, 1.17, 0.52], [1.04, 0.97, -0.69], [-1.21, -1.11, 0.59], [-1.60, -1.01, -0.91], [-2.25, -0.25, -0.05], [-3.38, 0.91, 0.08], [1.53, 2.16, 0.90], [2.13, 0.50, 1.14], [0.79, 1.82, -1.29], [-1.56, -1.91, 1.08], [-0.25, -0.68, 1.13], [0.80, -0.05, -1.14], [-1.05, -1.05, -1.87]], "nbo_charge": [-0.397, -0.382, -0.401, -0.224, -0.082, 0.110, 0.188, 0.199, 0.196, 0.173, 0.192, 0.194, 0.233]}



Preferred: (2); penalty for the next structure: 0.0355 hartree.



(1)
{"formula": "C8H19N3O", "method": "ωB97M-V/def2-TZVPD", "homo_energy_ev": -8.67, "smiles": "C[C@H]1CC=NN1.CCOCCN", "spin_multiplicity": 1, "lumo_ha": 0.0331, "symbols": ["C", "C", "C", "C", "C", "C", "C", "C", "H", "H", "H", "H", "H", "H", "H", "H", "H", "H", "H", "H", "H", "H", "H", "H", "H", "H", "H", "N", "N", "N", "O"], "coordinates": [[-1.57, -2.35, 0.22], [-2.26, -1.01, 0.09], [-1.81, 0.07, 1.09], [-1.95, 1.29, 0.23], [0.90, 2.95, 0.60], [0.77, 1.84, -0.41], [1.66, -0.26, -1.00], [2.69, -1.28, -0.54], [-0.48, -2.23, 0.14], [-1.79, -2.81, 1.20], [-1.89, -3.03, -0.56], [-3.35, -1.14, 0.19], [-0.75, -0.08, 1.38], [-2.40, 0.09, 2.01], [-1.93, 2.32, 0.58], [-2.51, -0.64, -1.96], [0.19, 3.76, 0.40], [1.92, 3.37, 0.58], [0.71, 2.57, 1.62], [0.94, 2.22, -1.43], [-0.25, 1.41, -0.42], [0.65, -0.71, -1.00], [1.88, 0.08, -2.03], [3.69, -0.81, -0.59], [2.69, -2.12, -1.24], [2.41, -0.98, 1.45], [1.60, -2.26, 0.87], [-2.04, 1.03, -1.02], [-1.94, -0.35, -1.18], [2.49, -1.78, 0.82], [1.70, 0.83, -0.11]], "nbo_charge": [-0.606, -0.066, -0.488, 0.016, -0.629, -0.085, -0.084, -0.235, 0.205, 0.215, 0.214, 0.179, 0.225, 0.233, 0.213, 0.373, 0.208, 0.218, 0.203, 0.156, 0.196, 0.167, 0.165, 0.192, 0.189, 0.362, 0.341, -0.223, -0.468, -0.825, -0.561]}



(2)
{"formula": "C8H19N3O", "method": "ωB97M-V/def2-TZVPD", "homo_energy_ev": [-7.40, -9.05], "spin_multiplicity": 1, "lumo_ha": [-0.0146, 0.0301], "symbols": ["C", "C", "C", "C", "C", "C", "C", "C", "N", "N", "N", "O", "H", "H", "H", "H", "H", "H", "H", "H", "H", "H", "H", "H", "H", "H", "H", "H", "H", "H", "H"], "coordinates": [[-2.36, 1.72, 0.77], [-2.13, 0.38, 0.06], [-1.15, 1.84, 1.76], [-0.98, 0.41, -1.02], [0.10, 1.81, 0.88], [0.34, 0.66, -0.18], [1.56, 1.03, -1.05], [-0.21, -2.94, -0.70], [3.16, -2.01, -0.36], [0.48, -0.50, 0.57], [1.94, -2.22, -0.91], [1.16, -3.26, -0.47], [-2.48, 2.55, -0.01], [-3.25, 1.66, 1.22], [-1.83, -0.49, 0.67], [-3.18, 0.09, -0.42], [-1.09, 2.93, 2.33], [-1.03, 1.05, 2.44], [-0.88, -0.51, -1.50], [-1.12, 1.17, -1.92], [0.00, 2.77, 0.51], [0.94, 1.85, 1.68], [1.58, 2.14, -1.47], [1.63, 0.15, -1.74], [2.31, 0.94, -0.27], [-0.52, -3.07, -1.83], [-0.16, -1.98, -0.14], [-0.67, -3.77, -0.29], [3.36, -2.68, 0.42], [3.26, -1.01, -0.23], [1.21, -0.70, 1.19]], "nbo_charge": [-0.407, -0.410, -0.377, -0.402, -0.392, 0.053, -0.630, -0.305, -0.641, -0.514, 0.011, -0.393, 0.199, 0.202, 0.231, 0.200, 0.195, 0.203, 0.215, 0.200, 0.208, 0.195, 0.229, 0.244, 0.188, 0.171, 0.258, 0.186, 0.361, 0.386, 0.336]}



Preferred: (1); penalty for the next structure: 0.2289 hartree.



(1)
{"formula": "C5H11NO2S", "method": "ωB97M-V/def2-TZVPD", "homo_energy_ev": -8.33, "smiles": "CSCC[C@H](N)C(=O)O", "spin_multiplicity": 1, "lumo_ha": 0.0238, "symbols": ["C", "C", "C", "C", "C", "H", "H", "H", "H", "H", "H", "H", "H", "H", "H", "H", "N", "O", "O", "S"], "coordinates": [[-1.35, -0.51, 0.12], [-1.28, 0.89, -0.47], [-0.06, -0.83, 0.88], [1.13, -1.29, 0.02], [2.16, 1.31, 0.15], [-2.66, -1.65, -1.02], [-1.41, -1.09, -1.79], [-2.17, -0.43, 0.85], [-0.22, -1.60, 1.60], [0.22, 0.03, 1.49], [1.85, -1.69, 0.80], [0.71, -2.11, -0.61], [2.63, 2.13, -0.42], [1.23, 1.68, 0.57], [2.84, 0.94, 0.94], [-1.32, 2.71, 0.02], [-1.65, -1.50, -0.92], [-1.04, 1.18, -1.61], [-1.46, 1.83, 0.44], [1.83, -0.03, -1.06]], "nbo_charge": [-0.163, 0.782, -0.404, -0.559, -0.743, 0.365, 0.377, 0.218, 0.217, 0.210, 0.212, 0.255, 0.234, 0.204, 0.216, 0.500, -0.834, -0.598, -0.689, 0.201]}



(2)
{"formula": "C5H11NO2S", "method": "ωB97M-V/def2-TZVPD", "homo_energy_ev": [-8.75, -8.75], "spin_multiplicity": 1, "lumo_ha": [-0.0141, -0.0141], "symbols": ["C", "C", "C", "C", "C", "N", "O", "O", "S", "H", "H", "H", "H", "H", "H", "H", "H", "H", "H", "H"], "coordinates": [[2.29, 0.97, 0.45], [0.57, -0.88, 1.13], [1.41, -0.50, -1.40], [-4.06, -0.60, 0.17], [1.04, 0.11, 0.01], [-2.96, 0.06, 0.39], [-0.09, 2.15, -1.28], [-1.90, 0.24, -0.46], [-0.25, 1.43, -0.06], [2.22, 1.25, 1.55], [3.10, 0.26, 0.27], [2.38, 1.88, 0.05], [0.79, -0.43, 2.18], [0.95, -1.89, 0.93], [-0.57, -0.83, 1.02], [0.50, -1.09, -1.79], [1.61, 0.41, -1.93], [2.25, -1.09, -1.37], [-4.52, -0.89, -0.82], [-4.76, -0.56, 0.96]], "nbo_charge": [-0.628, -0.656, -0.617, -0.188, -0.228, -0.122, -0.854, -0.572, 1.478, 0.213, 0.230, 0.218, 0.221, 0.234, 0.253, 0.232, 0.229, 0.212, 0.162, 0.184]}



Preferred: (1); penalty for the next structure: 0.1951 hartree.



(1)
{"formula": "C2H6N3S", "method": "ωB97M-V/def2-TZVPD", "homo_energy_ev": -13.97, "spin_multiplicity": 1, "charge": 1, "lumo_ha": -0.2628, "symbols": ["C", "C", "N", "N", "N", "S", "H", "H", "H", "H", "H", "H"], "coordinates": [[0.70, 1.34, -1.70], [-0.81, 0.83, -0.07], [-0.53, 1.31, -1.42], [0.43, 0.58, 0.59], [0.14, -1.82, 1.39], [1.65, 0.80, -0.34], [1.07, 1.55, -2.79], [-1.38, 1.63, 0.29], [-1.48, 0.01, -0.09], [0.85, -2.40, 0.99], [-0.70, -1.99, 0.82], [0.06, -1.84, 2.33]], "nbo_charge": [-0.176, -0.196, -0.266, -0.371, -1.002, 0.978, 0.294, 0.305, 0.298, 0.379, 0.368, 0.389]}



(2)
{"formula": "C2H6N3S", "method": "ωB97M-V/def2-TZVPD", "homo_energy_ev": -13.99, "spin_multiplicity": 1, "charge": 1, "lumo_ha": -0.1746, "symbols": ["C", "C", "N", "N", "N", "S", "H", "H", "H", "H", "H", "H"], "coordinates": [[0.39, 1.86, -1.07], [-0.45, -1.19, 0.92], [0.40, 1.12, 0.10], [0.53, 1.28, -2.17], [-0.57, -2.45, 1.22], [0.79, -0.53, -0.02], [0.21, 2.92, -0.87], [-1.19, -0.50, 1.31], [0.70, 1.59, 0.94], [0.46, 1.83, -3.01], [-1.35, -2.79, 1.77], [0.08, -3.15, 0.88]], "nbo_charge": [0.266, -0.012, -0.780, -0.665, -0.661, 0.709, 0.194, 0.260, 0.424, 0.388, 0.444, 0.433]}



Preferred: (2); penalty for the next structure: 0.0938 hartree.



(1)
{"formula": "C7H15N2", "method": "ωB97M-V/def2-TZVPD", "homo_energy_ev": -13.76, "smiles": "C[C@H]1[NH+]=CN(C)C1(C)C", "spin_multiplicity": 1, "charge": 1, "lumo_ha": -0.1087, "symbols": ["C", "C", "C", "C", "C", "C", "C", "N", "N", "H", "H", "H", "H", "H", "H", "H", "H", "H", "H", "H", "H", "H", "H", "H"], "coordinates": [[-0.31, -1.83, -0.02], [1.28, -0.27, -0.39], [-0.18, 0.47, -0.21], [2.44, 0.16, 0.56], [-0.17, 1.54, 0.89], [-0.64, 1.00, -1.49], [-2.34, -0.62, 0.48], [-0.99, -0.74, 0.09], [0.91, -1.72, -0.39], [-0.76, -2.84, 0.03], [1.86, -0.07, -1.39], [1.94, 0.32, 1.52], [2.77, 1.02, 0.13], [3.18, -0.63, 0.60], [-0.95, 2.24, 0.76], [0.73, 2.01, 0.89], [-0.29, 1.12, 1.88], [-1.74, 1.04, -1.42], [-0.32, 0.23, -2.29], [-0.18, 1.94, -1.58], [-2.48, 0.33, 0.90], [-3.00, -0.87, -0.49], [-2.51, -1.45, 1.20], [1.75, -2.40, -0.28]], "nbo_charge": [0.382, -0.043, 0.159, -0.606, -0.637, -0.616, -0.415, -0.348, -0.544, 0.242, 0.223, 0.213, 0.225, 0.228, 0.233, 0.235, 0.227, 0.225, 0.223, 0.237, 0.234, 0.229, 0.233, 0.460]}



(2)
{"formula": "C7H15N2", "method": "ωB97M-V/def2-TZVPD", "homo_energy_ev": -11.52, "smiles": "C/C=C/N(CC)CC=[NH2+]", "spin_multiplicity": 1, "charge": 1, "lumo_ha": -0.1697, "symbols": ["C", "C", "C", "C", "C", "C", "C", "N", "N", "H", "H", "H", "H", "H", "H", "H", "H", "H", "H", "H", "H", "H", "H", "H"], "coordinates": [[-0.09, 1.06, 0.47], [-0.04, -1.49, 0.48], [1.22, 1.08, 0.23], [1.51, -1.43, 0.46], [1.98, 2.18, -0.34], [-2.79, 0.45, -0.75], [-2.21, -0.25, 0.51], [-0.78, -0.18, 0.38], [2.15, -2.11, -0.44], [-0.83, 1.89, 0.55], [-0.32, -2.06, -0.47], [-0.39, -2.03, 1.36], [1.67, -0.02, 0.15], [2.06, -1.20, 1.40], [2.95, 2.24, 0.17], [1.55, 3.13, -0.28], [2.05, 2.18, -1.52], [-3.85, 0.21, -0.76], [-2.54, 1.51, -0.61], [-2.38, 0.18, -1.69], [-2.58, -1.25, 0.69], [-2.48, 0.26, 1.50], [1.80, -2.55, -1.30], [3.16, -2.20, -0.30]], "nbo_charge": [0.029, -0.258, -0.144, 0.176, -0.664, -0.609, -0.220, -0.427, -0.659, 0.247, 0.211, 0.255, 0.140, 0.266, 0.228, 0.254, 0.234, 0.229, 0.205, 0.219, 0.218, 0.201, 0.440, 0.428]}



Preferred: (1); penalty for the next structure: 0.0949 hartree.